No. 1
The following is a quantum chemistry calculation of one molecule with the formula C4H4ClNOS, from OMol25.

Output
multiplicity: 1
Kohn-Sham gap (spin up / spin down): 0.2627 / 0.2542 hartree
HOMO (spin up / spin down): -7.7 / -7.6 eV
molecular weight: 149.6 g mol⁻¹

Cartesian coordinates (Å):
C1 1.24 0.05 -0.34
C2 3.03 -0.68 0.49
C3 2.60 1.92 -0.01
C4 -0.08 -0.61 -0.08
N1 1.32 1.31 -0.06
O1 2.70 3.15 0.07
S1 3.91 0.73 -0.04
Cl1 3.45 -2.21 -0.04
H1 -0.59 -0.58 -1.12
H2 -0.62 0.13 0.56
H3 -0.06 -1.53 0.37
H4 0.53 1.82 0.01

Mulliken population analysis, charges in e, atoms 1 to 2: 0.199, -0.012



No. 2
The following is a quantum chemistry calculation of one molecule with the formula C4H7NO, from OMol25.

Output
multiplicity: 1
Kohn-Sham gap (spin up / spin down): 0.2455 / 0.3762 hartree
HOMO (spin up / spin down): -7.4 / -9.5 eV
molecular weight: 85.1 g mol⁻¹

Cartesian coordinates (Å):
C1 -0.33 0.68 1.74
C2 -0.21 -0.20 0.54
O1 -0.85 -1.24 0.39
C3 0.59 0.09 -0.73
C4 0.41 -1.28 -1.33
N1 -0.26 0.76 -1.66
H1 -1.06 0.28 2.44
H2 -0.63 1.68 1.42
H3 0.65 0.78 2.23
H4 1.62 0.48 -0.53
H5 0.78 -2.20 -0.89
H6 0.06 -1.29 -2.36
H7 -0.57 1.65 -1.24

Mulliken population analysis, charges in e, atoms 1 to 2: -1.078, 0.391



No. 3
The following is a quantum chemistry calculation of a 11-piece molecular cluster, CH23O11 overall, from OMol25.

Output
multiplicity: 1
total charge: -1
Kohn-Sham gap: 0.3084 hartree
HOMO: -5.9 eV
molecular weight: 211.2 g mol⁻¹

Cartesian coordinates (Å):
C1 25.80 -1.33 9.42
O1 25.46 -1.39 10.76
H1 25.75 -0.32 8.98
H2 26.82 -1.75 9.26
H3 25.18 -1.99 8.78
O2 26.68 -1.88 13.55
H4 26.34 -1.72 12.65
H5 27.64 -1.82 13.46
O3 28.83 -0.26 10.71
H6 27.98 -0.71 10.63
H7 29.10 -0.09 9.80
O4 24.77 1.63 7.27
H8 24.44 0.74 7.46
H9 24.78 1.68 6.31
O5 27.41 2.62 7.95
H10 27.16 3.53 8.14
H11 26.57 2.17 7.78
O6 23.80 -3.68 11.11
H12 24.01 -4.35 10.44
H13 24.55 -3.05 11.06
O7 28.97 -1.44 6.14
H14 29.27 -0.59 6.48
H15 28.52 -1.85 6.89
O8 26.98 -4.01 11.27
H16 26.42 -3.23 11.40
H17 26.57 -4.50 10.56
O9 23.64 -0.37 12.78
H18 24.35 -0.17 13.40
H19 24.11 -0.51 11.93
O10 26.36 1.34 11.89
H20 27.22 0.94 12.08
H21 25.89 0.63 11.43
O11 22.62 -1.39 9.88
H22 23.58 -1.36 10.01
H23 22.34 -2.08 10.48

Mulliken population analysis, charges in e, atoms 1 to 2: -0.926, -0.289



No. 4
The following is a quantum chemistry calculation of a 4-piece molecular cluster, C2H11NO4 overall, from OMol25.

Output
multiplicity: 1
Kohn-Sham gap: 0.3825 hartree
HOMO: -10.0 eV
SMILES string: NCC=O.O.O.O
molecular weight: 113.1 g mol⁻¹

Cartesian coordinates (Å):
N1 -0.77 0.49 0.10
C1 -1.47 -0.74 -0.20
C2 -0.55 -1.97 -0.16
O1 0.01 -2.24 0.86
H1 0.11 0.30 0.57
H2 -1.36 1.04 0.70
H3 -2.40 -0.81 0.35
H4 -1.78 -0.75 -1.26
H5 -0.54 -2.60 -1.06
O2 1.05 -0.16 3.59
H6 0.49 0.38 3.03
H7 0.84 0.11 4.49
O3 0.43 0.09 -3.12
H8 0.66 0.13 -2.18
H9 1.09 0.69 -3.48
O4 1.66 1.76 -0.68
H10 1.83 2.66 -0.99
H11 0.71 1.63 -0.56

Mulliken population analysis, charges in e, atoms 1 to 2: -0.664, -0.552



No. 5
The following is a quantum chemistry calculation of one molecule with the formula C3H3Cl2F, from OMol25.

Output
multiplicity: 1
Kohn-Sham gap: 0.3688 hartree
HOMO: -9.3 eV
SMILES string: C/C(Cl)=C(/F)Cl
molecular weight: 129.0 g mol⁻¹

Cartesian coordinates (Å):
C1 0.53 1.90 -0.06
C2 0.53 0.44 -0.02
Cl1 2.08 -0.36 0.05
C3 -0.50 -0.42 -0.07
F1 -0.47 -1.71 -0.06
Cl2 -2.12 0.19 0.05
H1 1.40 2.28 -0.60
H2 0.56 2.32 0.95
H3 -0.44 2.20 -0.50

Mulliken population analysis, charges in e, atoms 1 to 2: -0.990, 0.308



No. 6
The following is a quantum chemistry calculation of an isolated ion of composition C9H18NOS and charge +1, from OMol25.

Output
multiplicity: 1
total charge: +1
Kohn-Sham gap: 0.3528 hartree
HOMO: -12.7 eV
SMILES string: C[C@H]1C[NH2+][C@@]2(CCOC2(C)C)S1
molecular weight: 188.3 g mol⁻¹

Cartesian coordinates (Å):
C1 -1.67 -1.36 3.06
C2 -1.03 -0.40 2.05
C3 0.48 -0.51 2.03
N1 1.02 0.10 0.83
C4 0.09 -0.13 -0.33
C5 0.87 -1.15 -1.30
C6 1.52 -0.23 -2.36
O1 1.28 1.14 -1.95
C7 0.04 1.18 -1.33
C8 -1.05 0.97 -2.31
C9 0.07 2.55 -0.70
S1 -1.49 -0.71 0.27
H1 -1.08 -1.26 3.87
H2 -1.78 -2.34 2.72
H3 -2.73 -1.08 3.28
H4 -1.40 0.63 2.23
H5 1.06 0.07 2.91
H6 0.92 -1.53 1.97
H7 1.06 1.05 0.91
H8 2.02 -0.20 0.69
H9 0.28 -1.81 -1.81
H10 1.76 -1.50 -0.76
H11 2.58 -0.35 -2.58
H12 0.87 -0.30 -3.14
H13 -0.63 1.53 -3.14
H14 -2.04 1.32 -1.99
H15 -1.34 -0.08 -2.57
H16 -0.04 3.27 -1.53
H17 1.04 2.84 -0.27
H18 -0.83 2.67 -0.12

Mulliken population analysis, charges in e, atoms 1 to 2: -1.554, 0.368



No. 7
The following is a quantum chemistry calculation of a 5-piece molecular cluster, C29H68BClO4P overall, from OMol25.

Output
multiplicity: 1
total charge: -1
Kohn-Sham gap: 0.2540 hartree
HOMO: -4.5 eV
molecular weight: 558.1 g mol⁻¹

Cartesian coordinates (Å):
C1 4.46 -0.19 -1.49
B1 3.25 -0.19 -2.59
O1 3.53 0.56 -3.82
C2 1.83 -0.99 -2.39
O2 2.21 -2.26 -1.75
P1 1.35 -2.42 -0.22
O3 0.13 -1.22 -0.67
C3 0.64 -0.25 -1.59
Cl1 1.45 1.24 -0.84
C4 -0.64 0.29 -2.38
C5 -1.12 1.71 -1.78
O4 -1.68 1.82 -0.65
H1 5.42 -0.46 -2.08
H2 4.27 -0.88 -0.61
H3 4.65 0.87 -1.08
H4 3.10 1.44 -3.70
H5 1.63 -1.34 -3.47
H6 2.29 -3.43 0.26
H7 0.54 -3.54 -0.64
H8 0.70 -2.33 1.09
H9 2.24 -1.41 0.37
H10 -0.43 0.47 -3.50
H11 -1.56 -0.40 -2.28
H12 -0.96 2.63 -2.45
C6 4.20 0.18 6.34
C7 5.10 -0.48 5.32
C8 4.80 -0.04 3.88
C9 3.40 -0.38 3.38
C10 3.05 -1.87 3.42
C11 3.94 -2.72 2.53
H13 3.15 -0.07 6.18
H14 4.47 -0.15 7.35
H15 4.30 1.27 6.31
H16 5.02 -1.57 5.41
H17 6.14 -0.23 5.55
H18 5.55 -0.48 3.21
H19 4.94 1.05 3.81
H20 3.30 -0.02 2.35
H21 2.65 0.17 3.96
H22 2.01 -1.99 3.08
H23 3.08 -2.25 4.45
H24 3.88 -2.40 1.49
H25 3.64 -3.77 2.58
H26 4.99 -2.67 2.84
C12 -4.36 -0.28 -7.98
C13 -2.99 0.38 -7.91
C14 -2.38 0.34 -6.50
C15 -3.18 1.09 -5.43
C16 -3.41 2.57 -5.73
C17 -2.12 3.37 -5.81
H27 -5.09 0.23 -7.35
H28 -4.74 -0.24 -9.01
H29 -4.31 -1.32 -7.68
H30 -3.05 1.41 -8.27
H31 -2.31 -0.15 -8.59
H32 -1.36 0.73 -6.55
H33 -2.29 -0.71 -6.19
H34 -2.65 0.99 -4.48
H35 -4.15 0.60 -5.29
H36 -4.03 2.99 -4.92
H37 -3.98 2.70 -6.65
H38 -1.56 3.30 -4.88
H39 -2.34 4.43 -6.00
H40 -1.48 3.02 -6.62
C18 0.50 3.16 1.84
C19 -0.37 4.27 1.28
C20 0.30 5.64 1.34
C21 0.63 6.15 2.74
C22 -0.58 6.25 3.69
C23 -1.63 7.24 3.21
H41 0.73 3.32 2.90
H42 -0.01 2.20 1.76
H43 1.45 3.09 1.29
H44 -1.33 4.29 1.81
H45 -0.60 4.03 0.24
H46 -0.34 6.37 0.83
H47 1.23 5.61 0.76
H48 1.09 7.13 2.66
H49 1.38 5.50 3.20
H50 -0.22 6.57 4.67
H51 -1.03 5.26 3.83
H52 -1.20 8.24 3.11
H53 -2.45 7.29 3.93
H54 -2.05 6.94 2.24
C24 -2.42 -3.21 0.67
C25 -2.04 -3.78 2.02
C26 -1.46 -5.19 1.93
C27 -2.41 -6.25 1.37
C28 -3.72 -6.41 2.14
C29 -3.52 -6.87 3.58
H55 -3.20 -3.81 0.18
H56 -2.81 -2.20 0.78
H57 -1.55 -3.17 0.01
H58 -2.91 -3.77 2.69
H59 -1.30 -3.13 2.48
H60 -1.12 -5.50 2.93
H61 -0.56 -5.17 1.31
H62 -1.89 -7.22 1.36
H63 -2.64 -6.02 0.33
H64 -4.34 -7.16 1.62
H65 -4.29 -5.48 2.12
H66 -3.00 -7.83 3.61
H67 -4.49 -6.99 4.07
H68 -2.95 -6.14 4.15

Mulliken population analysis, charges in e, atoms 1 to 2: -0.657, 0.688



No. 8
The following is a quantum chemistry calculation of one molecule with the formula C24H30N2O4, from OMol25.

Output
multiplicity: 1
Kohn-Sham gap: 0.3181 hartree
HOMO: -7.9 eV
SMILES string: COc1ccc(CCNC(=O)[C@@]2(C)CCC(=O)N2Cc2ccc(C)cc2)cc1OC
molecular weight: 410.5 g mol⁻¹

Cartesian coordinates (Å):
C1 5.48 -0.53 2.49
O1 4.98 -1.72 1.92
C2 4.26 -1.70 0.76
C3 3.80 -2.96 0.37
C4 3.06 -3.14 -0.78
C5 2.75 -2.05 -1.58
C6 1.92 -2.23 -2.83
C7 0.48 -2.63 -2.50
N1 -0.12 -1.68 -1.60
C8 -0.82 -2.06 -0.51
O2 -1.09 -3.21 -0.26
C9 -1.28 -0.91 0.43
C10 -2.76 -1.10 0.74
C11 -0.40 -0.97 1.70
C12 0.76 -0.04 1.39
C13 0.22 0.90 0.33
O3 0.74 1.91 -0.10
N2 -0.96 0.39 -0.12
C14 -1.76 1.06 -1.12
C15 -2.96 1.75 -0.52
C16 -4.23 1.56 -1.06
C17 -5.33 2.19 -0.50
C18 -5.19 3.02 0.61
C19 -6.38 3.71 1.20
C20 -3.92 3.20 1.14
C21 -2.82 2.58 0.58
C22 3.19 -0.79 -1.20
C23 3.95 -0.59 -0.05
O4 4.42 0.64 0.33
C24 4.03 1.78 -0.41
H1 6.20 -0.04 1.84
H2 5.98 -0.85 3.41
H3 4.68 0.17 2.74
H4 4.05 -3.79 1.00
H5 2.72 -4.13 -1.05
H6 2.36 -3.00 -3.46
H7 1.91 -1.29 -3.40
H8 0.45 -3.60 -2.01
H9 -0.11 -2.69 -3.43
H10 0.14 -0.71 -1.71
H11 -2.89 -2.08 1.18
H12 -3.35 -1.05 -0.17
H13 -3.10 -0.33 1.42
H14 -0.09 -1.99 1.92
H15 -0.98 -0.59 2.55
H16 1.12 0.52 2.25
H17 1.61 -0.58 0.96
H18 -1.11 1.82 -1.58
H19 -2.07 0.35 -1.88
H20 -4.36 0.92 -1.92
H21 -6.31 2.04 -0.93
H22 -7.27 3.09 1.11
H23 -6.21 3.94 2.25
H24 -6.57 4.64 0.67
H25 -3.79 3.84 2.00
H26 -1.84 2.74 1.00
H27 2.95 0.06 -1.82
H28 2.95 1.92 -0.41
H29 4.40 1.73 -1.44
H30 4.51 2.62 0.09

Mulliken population analysis, charges in e, atoms 1 to 2: -0.700, -0.497



No. 9
The following is a quantum chemistry calculation of one molecule with the formula C6H9ClSi, from OMol25.

Output
multiplicity: 1
Kohn-Sham gap (spin up / spin down): 0.2919 / 0.2221 hartree
HOMO (spin up / spin down): -8.4 / -6.4 eV
molecular weight: 144.7 g mol⁻¹

Cartesian coordinates (Å):
C1 1.93 -0.67 0.25
C2 1.06 -0.73 -0.87
C3 1.83 -0.60 1.56
C4 -0.24 -0.40 -0.92
C5 -0.95 -0.65 -2.20
C6 -0.80 1.53 1.93
Si1 -1.25 0.53 0.33
Cl1 -3.28 0.19 0.24
H1 3.02 -0.83 0.10
H2 1.45 -1.27 -1.79
H3 2.57 -0.16 2.13
H4 -0.26 -1.10 -2.95
H5 -1.24 0.33 -2.74
H6 -1.77 -1.35 -2.01
H7 -1.28 1.08 2.90
H8 0.35 1.52 2.06
H9 -1.14 2.59 1.98

Mulliken population analysis, charges in e, atoms 1 to 2: -0.025, -0.350



No. 10
The following is a quantum chemistry calculation of a 3-piece molecular cluster, C32H28NO8P2 overall, from OMol25.

Output
multiplicity: 1
total charge: +1
Kohn-Sham gap: 0.2796 hartree
HOMO: -11.2 eV
molecular weight: 616.5 g mol⁻¹

Cartesian coordinates (Å):
N1 -1.58 2.68 -1.64
C1 -2.25 3.26 -2.70
O1 -1.88 3.13 -3.83
C2 -3.53 4.05 -2.40
C3 -3.93 4.25 -0.94
P1 -4.58 2.77 -0.10
C4 -4.52 1.24 -1.03
P2 -3.56 -0.17 -0.27
O2 -4.48 -1.19 0.17
O3 -2.48 -0.57 -1.37
O4 -2.68 0.44 0.91
H1 -1.27 1.74 -1.84
H2 -1.98 2.76 -0.72
H3 -4.31 3.55 -2.98
H4 -3.42 5.03 -2.86
H5 -3.08 4.58 -0.34
H6 -4.69 5.02 -0.85
H7 -3.93 2.59 1.12
H8 -5.91 3.00 0.24
H9 -4.18 1.44 -2.05
H10 -5.55 0.86 -1.09
H11 -2.60 -0.25 -2.27
H12 -1.87 0.93 0.68
C5 -1.34 -3.11 0.64
C6 -1.96 -4.29 1.04
C7 -1.50 -5.50 0.56
C8 -0.44 -5.54 -0.33
C9 0.17 -4.36 -0.75
C10 -0.28 -3.14 -0.25
C11 1.29 -4.36 -1.73
O5 1.81 -3.32 -2.09
C12 1.74 -5.68 -2.26
C13 2.75 -5.71 -3.21
C14 3.19 -6.93 -3.71
C15 2.62 -8.12 -3.26
C16 1.60 -8.09 -2.32
C17 1.16 -6.87 -1.82
C18 0.05 -6.87 -0.82
O6 -0.45 -7.90 -0.43
H13 -1.68 -2.16 1.03
H14 -2.79 -4.25 1.73
H15 -1.96 -6.43 0.87
H16 0.21 -2.24 -0.58
H17 3.19 -4.78 -3.54
H18 3.98 -6.96 -4.45
H19 2.97 -9.06 -3.65
H20 1.15 -9.00 -1.96
C19 3.68 1.73 -0.74
C20 4.88 2.32 -0.35
C21 4.94 3.07 0.82
C22 3.80 3.25 1.59
C23 2.59 2.68 1.18
C24 2.54 1.92 0.02
C25 1.35 2.87 1.98
O7 0.29 2.37 1.62
C26 1.43 3.71 3.20
C27 0.28 3.94 3.95
C28 0.34 4.70 5.10
C29 1.55 5.24 5.52
C30 2.70 5.01 4.79
C31 2.64 4.25 3.62
C32 3.90 4.04 2.84
O8 4.95 4.50 3.22
H21 3.64 1.14 -1.64
H22 5.77 2.18 -0.95
H23 5.87 3.52 1.14
H24 1.60 1.47 -0.27
H25 -0.66 3.50 3.62
H26 -0.56 4.88 5.68
H27 1.59 5.83 6.43
H28 3.65 5.42 5.10

Mulliken population analysis, charges in e, atoms 1 to 2: -0.161, 0.410



Computed values of E (unit: hartree) for the preceding records, in sequence: -1143.03081; -286.42194; -879.58724; -438.47546; -1136.33343; -881.60004; -2273.09144; -1343.04935; -983.54816; -2575.49667.